14
Properties=species:S:1:pos:R:3:forces:R:3:mulliken_charge:R:1 method="wB97M-V/def2-TZVPD" molar_mass_da=195.993 lumo_ev=-1.3 e_above_lowest_kcal_mol=23.3
O 1.3062 -1.5527 -2.0430 -0.91 -1.10 1.05 -0.533
N 0.6524 -1.4942 -0.9922 1.96 1.59 -2.17 0.871
O 0.3574 -2.3710 -0.2476 -0.46 -0.86 0.57 -0.526
C 0.3448 -0.0679 -0.6702 -3.47 0.31 0.06 -0.394
C 1.1440 0.4237 0.4555 1.78 -0.29 0.41 0.576
Cl 2.8075 0.1439 0.1121 0.59 0.40 0.38 -0.129
N 0.7933 0.9375 1.5496 1.76 -0.45 -0.75 -0.508
C -0.5411 0.9693 1.7621 -2.98 0.88 1.18 -0.102
N -1.5076 0.6340 1.0285 0.06 -1.36 -1.07 -0.502
C -1.2130 0.0754 -0.2613 -0.09 0.74 -0.90 0.162
Cl -1.9840 1.3263 -1.3722 0.44 -0.68 -0.06 -0.203
H 0.6037 0.4600 -1.6007 -0.32 -0.02 0.56 0.490
H -0.9594 1.3714 2.6688 0.95 0.32 0.78 0.409
H -1.8043 -0.8557 -0.3895 0.69 0.52 -0.04 0.391



14
Properties=species:S:1:pos:R:3:forces:R:3:mulliken_charge:R:1 method="wB97M-V/def2-TZVPD" molar_mass_da=213.455 lumo_ev=-0.8 e_above_lowest_kcal_mol=0.0
Cl -3.4519 1.0016 1.2662 -0.42 0.13 0.65 -0.108
C -2.6032 0.1608 0.0177 -1.61 -2.30 -1.29 0.502
Cl -2.9306 -1.6461 0.0163 0.37 1.04 0.61 -0.136
Cl -3.2846 0.6527 -1.5870 0.42 0.43 0.25 -0.130
C -1.1949 0.5123 0.0868 5.10 -2.25 0.50 -0.326
N -0.2380 -0.4238 0.1565 -4.77 1.62 -0.62 -0.619
N 1.0825 -0.2882 0.1213 0.74 -0.29 -0.64 0.438
C 1.9474 0.7444 0.2057 -1.05 3.62 1.13 0.143
N 3.1485 0.3984 -0.0080 1.35 1.64 -0.49 -0.392
N 3.1360 -0.8704 -0.3648 0.62 -2.50 -0.30 -0.410
C 1.9303 -1.3209 -0.2855 0.66 2.91 0.72 -0.169
H -1.0787 1.5854 0.1349 0.58 0.28 -0.17 0.363
H 1.7504 1.8007 0.4483 -0.54 -0.88 -0.03 0.390
H 1.7868 -2.3070 -0.2084 -1.45 -3.44 -0.31 0.452



11
Properties=species:S:1:pos:R:3:forces:R:3:mulliken_charge:R:1 method="wB97M-V/def2-TZVPD" molar_mass_da=135.525 lumo_ev=0.1 e_above_lowest_kcal_mol=57.9
N -0.3316 2.6528 0.2987 -2.95 -6.15 -1.68 -0.453
C -0.7711 1.5545 0.0019 3.41 3.61 0.72 0.200
C -0.8167 0.0592 -0.3778 -2.64 1.65 -1.29 -0.177
C 0.5006 -0.6647 -0.6191 2.11 0.96 -0.45 -0.390
O 1.6746 0.1830 -0.7242 -1.08 -3.93 -1.43 -0.479
C -0.2042 -0.8703 0.6760 -1.06 0.77 2.28 0.707
F -0.9365 -1.9263 1.1421 0.59 -0.18 -1.53 -0.265
Cl 0.4519 -0.1702 2.2133 -0.05 0.02 -1.34 -0.151
H -1.7319 -0.1702 -1.1594 2.29 0.19 2.61 0.329
H 0.5592 -1.5490 -1.3049 -0.24 1.22 0.49 0.334
H 1.6058 0.9011 -0.1465 -0.38 1.85 1.62 0.345



10
Properties=species:S:1:pos:R:3:forces:R:3:mulliken_charge:R:1 method="wB97M-V/def2-TZVPD" molar_mass_da=114.535 lumo_ev="-1.2 / -1.8" e_above_lowest_kcal_mol=198.2
C -0.1288 0.9217 -1.2940 0.14 -0.05 0.92 0.090
C 1.1675 1.2354 -1.2657 1.14 -1.62 0.94 -0.010
C 0.6939 -0.3984 1.2975 -1.73 -0.09 -1.41 -0.296
C -0.4283 -1.4664 1.4479 0.38 -2.27 1.06 -0.280
N -0.8195 0.0250 -0.6419 -2.81 -0.73 -0.58 -0.806
N -0.3825 -0.4665 0.4842 3.53 0.99 1.38 0.584
Cl 1.8069 2.6542 -1.6349 0.95 1.75 -0.42 -0.074
H -0.6381 1.5146 -2.0018 -1.16 0.21 -1.06 0.385
H -0.2613 -2.5495 1.2481 0.23 0.87 -0.75 0.203
H -1.0097 -1.4700 2.3606 -0.66 0.94 -0.08 0.204



10
Properties=species:S:1:pos:R:3:forces:R:3:mulliken_charge:R:1 method="wB97M-V/def2-TZVPD" molar_mass_da=114.535 lumo_ev=0.4 e_above_lowest_kcal_mol=0.9
Cl -2.1927 0.0023 -0.0232 0.33 -0.05 0.01 -0.183
C -0.4366 -0.0198 0.0040 -1.35 -0.34 0.79 0.595
C 0.2083 1.1927 0.0886 1.48 0.48 -1.13 -0.411
C 1.6134 1.1070 -0.0437 -2.06 0.21 0.95 -0.102
N 2.2045 -0.0564 -0.0211 1.44 -0.55 -0.81 -0.521
C 1.4625 -1.1369 -0.0313 -0.94 -1.01 1.38 -0.048
N 0.1287 -1.2195 0.0476 0.30 1.33 -0.90 -0.493
H -0.2868 2.1595 0.0730 -0.11 -0.37 0.11 0.365
H 2.2318 1.9797 -0.0618 0.25 0.45 -0.06 0.410
H 1.9130 -2.1050 0.0914 0.66 -0.14 -0.32 0.389



11
Properties=species:S:1:pos:R:3:forces:R:3:mulliken_charge:R:1 method="wB97M-V/def2-TZVPD" molar_mass_da=146.602 lumo_ev="-1.4 / -2.4" e_above_lowest_kcal_mol=89.8
C -2.3464 -2.0350 -1.4243 0.71 0.08 -0.38 0.266
C -0.0484 -0.9515 -0.0301 0.80 5.58 1.15 0.097
C -0.3018 0.5178 -0.5101 -0.02 -0.85 -0.12 -0.648
C -1.0503 -2.4568 -1.5016 0.55 0.53 0.43 0.196
N -3.4520 -1.8015 -1.4660 -3.13 0.93 0.18 -0.363
N -0.1997 -2.0366 -0.5641 0.33 -3.85 -1.19 -0.400
S -0.7649 0.8160 -2.1850 -0.25 0.07 -0.10 -0.052
Cl -0.9459 -3.8280 -2.4865 1.05 -0.61 -0.15 -0.131
H 0.5334 -0.7576 0.8685 0.19 -1.23 0.42 0.328
H -0.8827 1.0984 0.2126 -0.65 -0.34 -0.05 0.354
H 0.6351 1.0624 -0.3497 0.43 -0.30 -0.21 0.354



11
Properties=species:S:1:pos:R:3:forces:R:3:mulliken_charge:R:1 method="wB97M-V/def2-TZVPD" molar_mass_da=146.602 lumo_ev=-1.0 e_above_lowest_kcal_mol=69.5
C 0.6074 0.9636 -0.4359 -3.37 -1.77 2.52 0.608
C 1.2265 0.0513 -1.2271 -0.41 -0.69 -1.22 -0.184
C -0.5459 -1.0007 0.3425 -0.39 1.01 -1.40 0.550
C -0.4630 0.3784 0.3026 3.68 0.14 -1.47 -0.728
H 2.6381 2.3457 -0.4519 -3.98 1.01 0.69 0.159
H 1.9506 0.4932 -1.8323 1.47 -0.18 -1.50 0.377
H -0.7694 0.9740 1.0701 -1.89 1.22 1.89 0.421
N 0.8729 -1.2212 -1.4104 0.32 -0.39 1.84 -0.398
N 0.0524 -1.8181 -0.4973 0.63 0.94 -1.47 -0.382
S 0.9064 2.6259 -0.1421 4.81 -0.11 -1.07 -0.260
Cl -1.7500 -1.5828 1.3500 -0.87 -1.20 1.18 -0.162



12
Properties=species:S:1:pos:R:3:forces:R:3:mulliken_charge:R:1 method="wB97M-V/def2-TZVPD" molar_mass_da=164.593 lumo_ev=3.5 total_charge=-1 e_above_lowest_kcal_mol=0.0
C 1.6990 -0.1057 -0.2740 0.12 0.58 -2.16 -1.166
C 0.1853 0.2783 -0.4116 0.82 0.28 0.33 0.815
Cl 0.3038 1.9715 -0.9753 -0.29 1.55 -0.30 -0.264
S -0.9114 -0.5694 -1.5072 -0.06 -0.96 0.77 -0.326
C -2.1295 -0.9002 0.0935 0.74 0.43 -1.98 0.616
O -3.0162 -1.6655 -0.1126 -0.55 -0.33 0.32 -0.535
N -1.7418 -0.1066 1.0434 -1.08 -0.56 1.50 -0.622
C -0.5446 0.4287 0.9951 2.07 1.56 1.11 0.277
O 0.0222 1.0717 1.9135 -0.96 -1.43 -1.88 -0.650
H 2.2727 0.6428 -1.0290 -0.97 -2.32 1.79 0.281
H 1.8996 -1.1914 -0.4726 -0.21 1.03 0.05 0.241
H 1.9611 0.1457 0.7369 0.39 0.18 0.43 0.334



13
Properties=species:S:1:pos:R:3:forces:R:3:lowdin_spin:R:1 method="wB97M-V/def2-TZVPD" molar_mass_da=296.331 spin_multiplicity=4 lumo_ev="-16.0 / -15.9" total_charge=+3 s2=3.7528
O -0.0633 1.9076 2.6268 -0.25 -3.79 -6.44 0.004
C -0.0965 1.3210 1.6087 -0.39 5.78 12.07 -0.007
Er 0.0935 0.5717 -0.3696 1.77 1.95 -1.52 3.020
O -1.5321 3.6591 -2.1611 1.71 -4.63 2.79 0.000
C -1.1626 2.7191 -1.5975 -1.50 4.41 -2.67 -0.003
C -1.5247 -1.0422 0.6982 -6.04 -5.54 3.67 -0.004
O -2.2923 -1.7976 1.2014 5.59 5.41 -3.60 0.000
C -0.2503 -0.8559 -1.9078 -1.50 -7.92 -10.30 -0.004
O -0.3047 -1.5023 -2.8864 0.32 3.98 6.18 0.000
N 1.6232 -1.1221 0.6237 -2.60 2.10 -1.16 -0.007
H 1.3162 -1.5557 1.4645 0.07 -0.69 1.00 0.000
H 2.3813 -0.5142 0.7804 1.97 0.20 0.61 0.000
H 1.8124 -1.7883 -0.0813 0.85 -1.27 -0.62 0.000



10
Properties=species:S:1:pos:R:3:forces:R:3:mulliken_charge:R:1 method="wB97M-V/def2-TZVPD" molar_mass_da=108.062 lumo_ev=1.0 e_above_lowest_kcal_mol=17.3
F -1.6240 -1.8023 0.0068 -0.43 -0.71 0.16 -0.277
C -0.6566 -0.9300 -0.0523 -0.64 0.69 -0.40 -0.230
C 0.6616 -0.9397 -0.0588 0.10 -1.11 0.81 -0.271
C 0.7999 0.5343 -0.0469 1.45 0.45 -1.26 -0.800
C -0.7564 0.5665 -0.0483 1.94 2.08 -0.55 1.294
F -1.1981 1.2918 -1.1033 -0.89 -0.55 -0.38 -0.280
F -1.2308 1.2154 1.0475 -0.48 -0.71 0.13 -0.287
H 1.4101 -1.6226 0.2785 0.21 -0.77 -0.59 0.367
H 1.1613 0.7430 0.9582 0.42 1.06 -0.29 0.232
H 1.4331 0.9437 -0.9813 -1.68 -0.43 2.36 0.252



12
Properties=species:S:1:pos:R:3:forces:R:3:mulliken_charge:R:1 method="wB97M-V/def2-TZVPD" molar_mass_da=172.196 lumo_ev=-1.5 e_above_lowest_kcal_mol=20.8
F 0.2065 3.3213 -1.1594 0.16 0.64 -0.55 -0.225
C -0.7212 2.4288 -1.5461 -0.51 2.20 -1.50 0.758
F -0.9079 2.4972 -2.9155 0.50 -0.01 1.24 -0.271
F -1.8750 2.8936 -1.0202 0.19 -0.80 0.07 -0.222
C -0.2376 1.1277 -1.1552 0.35 -3.87 3.52 -0.278
C -0.0484 0.9048 0.2052 0.20 1.06 0.77 -0.310
C 0.3798 -0.3402 1.0996 -0.01 0.17 -1.52 0.203
S 0.3732 -0.3599 2.7369 -0.18 0.56 -1.13 -0.196
S 0.9120 -1.7636 0.1491 0.26 -0.39 1.96 -0.236
H -0.1120 0.3322 -1.9220 -0.18 0.77 0.65 0.339
H -0.1503 1.8111 0.9492 -0.08 -1.77 -1.73 0.241
H 1.2831 -2.5918 1.2934 -0.68 1.43 -1.80 0.195



10
Properties=species:S:1:pos:R:3:forces:R:3:mulliken_charge:R:1 method="wB97M-V/def2-TZVPD" molar_mass_da=98.080 lumo_ev=0.2 e_above_lowest_kcal_mol=42.9
C 1.2611 -0.0029 0.0292 -3.23 0.88 -2.82 -1.049
C -0.2840 0.0692 0.4575 1.02 -1.60 -1.44 0.978
F -0.3990 0.0239 1.8274 -0.19 0.43 -0.73 -0.260
C -0.9487 1.1944 -0.2233 -0.31 0.34 0.64 0.004
N -1.5268 1.9689 -0.8408 0.21 0.09 0.08 -0.331
C -1.0114 -1.1357 -0.1676 -0.13 0.03 0.27 -0.003
N -1.6134 -1.9648 -0.7051 0.80 0.81 0.64 -0.347
H 1.5607 -0.9286 0.3990 1.15 -1.26 0.89 0.359
H 1.2116 -0.1287 -1.1617 0.45 0.67 2.65 0.303
H 1.7498 0.9044 0.3854 0.22 -0.39 -0.18 0.347



11
Properties=species:S:1:pos:R:3:forces:R:3:mulliken_charge:R:1 method="wB97M-V/def2-TZVPD" molar_mass_da=114.079 lumo_ev="-0.3 / -0.3" e_above_lowest_kcal_mol=122.3
C -1.3259 0.7183 -0.2737 0.59 0.48 1.99 -0.194
C 0.2816 0.2153 1.2570 -3.31 3.28 0.63 0.101
C -1.1935 1.6055 1.7562 5.33 -4.16 -1.11 0.467
C 1.4538 -0.4779 1.6587 -0.39 -0.87 0.03 -0.110
N -1.8230 1.5756 0.6710 -0.66 0.57 0.63 -0.425
N -0.2820 -0.0372 0.0503 -0.70 2.61 3.12 -0.040
O 2.2825 -0.2750 2.5012 0.30 0.62 0.62 -0.483
F -1.2328 2.1050 2.9654 -0.75 0.10 -1.50 -0.164
H -1.9408 0.3416 -0.9801 -1.79 -0.48 -2.53 0.400
H 1.4529 -1.4360 1.1222 0.49 -0.53 -0.59 0.233
H -0.0690 -0.7841 -0.5276 0.89 -1.61 -1.29 0.215



16
Properties=species:S:1:pos:R:3:forces:R:3:mulliken_charge:R:1 method="wB97M-V/def2-TZVPD" molar_mass_da=207.057 lumo_ev=5.7 total_charge=-2 e_above_lowest_kcal_mol=0.0
O -1.5818 2.8134 0.5180 1.25 -0.88 -0.33 -0.774
C -1.1285 1.7026 0.1419 -3.34 1.11 0.79 0.251
N 0.0528 1.3533 -0.2783 0.45 1.35 -0.56 -0.448
C 0.2550 0.1439 -0.7439 -0.64 -1.06 1.32 0.597
N 1.5183 -0.1888 -0.8960 1.16 -0.84 -2.55 -0.177
F 1.5596 -1.5286 -1.6305 -0.18 1.52 1.08 -0.330
P 2.4493 -0.2347 0.8021 2.65 0.82 -0.46 0.914
O 3.5196 -1.1893 0.4026 0.72 -0.75 -0.10 -0.803
O 1.3449 -0.7875 1.6009 -1.60 -0.35 1.46 -0.723
O 2.8871 1.2033 0.9149 -0.64 -0.38 0.23 -0.740
C -0.7220 -0.9053 -0.6725 -2.22 3.00 0.02 -0.546
C -1.9547 -0.6139 -0.1948 1.47 -0.61 -0.38 -0.176
N -2.1853 0.6997 0.1271 -0.53 -1.53 0.00 -0.090
H -0.3381 -1.8143 -0.7805 0.93 -3.76 -0.62 0.552
H -2.6782 -1.4582 -0.0159 0.47 1.40 0.06 0.264
H -2.9980 0.8043 0.7051 0.05 0.96 0.05 0.228